{
  "formula": "C4H16N2O4S",
  "method": "ωB97M-V with the def2-TZVPD basis set",
  "species": ["N", "C", "N", "C", "O", "C", "C", "S", "H", "H", "H", "H", "H", "H", "H", "H", "H", "H", "O", "H", "H", "O", "H", "H", "O", "H", "H"],
  "coordinates": [[0.699, 0.303, -3.098], [0.885, 0.433, -1.665], [0.602, -0.750, -0.937], [-0.613, -1.454, -0.742], [-0.411, -2.548, -0.239], [-1.972, -0.879, -1.158], [-2.200, 0.479, -0.434], [-2.653, 0.237, 1.317], [1.445, 0.017, -3.708], [0.133, 1.047, -3.463], [0.253, 1.297, -1.372], [1.815, 0.977, -1.376], [1.287, -1.281, -0.418], [-1.894, -0.702, -2.271], [-2.737, -1.639, -0.949], [-2.869, 1.192, -0.902], [-1.187, 0.990, -0.398], [-3.558, -0.775, 1.228], [2.142, 2.309, 0.778], [2.376, 3.079, 1.312], [2.176, 1.611, 1.457], [0.176, -1.127, 3.125], [0.207, -1.021, 2.166], [-0.053, -2.058, 3.259], [2.245, 0.294, 2.739], [1.636, -0.061, 2.110], [2.069, 0.028, 3.639]],
  "atomic_forces_ev_per_a": [[-0.70, -0.20, 0.21], [0.31, 2.44, -0.59], [-1.36, -0.29, 1.02], [1.90, -0.18, -0.22], [-1.46, 0.04, 0.21], [0.86, 0.64, -0.81], [1.35, -0.32, 0.32], [-0.03, -0.08, 0.15], [0.22, 0.13, 0.26], [0.20, 0.05, -0.35], [-0.32, -0.73, -0.14], [0.10, -1.46, 0.02], [0.45, 0.31, -0.54], [-0.20, -0.20, 1.01], [0.22, 0.35, -0.09], [-0.31, -0.32, -0.31], [-1.46, -0.49, 0.25], [0.34, 0.41, -0.31], [0.01, 0.03, 0.40], [-0.06, 0.03, -0.32], [0.15, 0.21, -0.10], [-0.31, -0.62, 0.16], [-0.63, -0.34, 0.10], [-0.03, 0.25, -0.15], [1.96, 1.43, -0.36], [-0.47, -0.67, 0.40], [-0.73, -0.41, -0.21]],
  "total_energy_ha": -970.63551,
  "largest_force_ha_per_bohr": 0.0492,
  "total_charge": 0,
  "homo_energy_ev": -9.23,
  "orbital_gap_ev": 9.8,
  "e_lumo_ev": 0.589,
  "smiles": "NCNC(=O)CCS.O.O.O",
  "de_lowest_ev": 1.285
}



{
  "formula": "C8H15NO3S",
  "method": "ωB97M-V with the def2-TZVPD basis set",
  "species": ["C", "C", "C", "C", "C", "C", "C", "C", "N", "O", "O", "O", "S", "H", "H", "H", "H", "H", "H", "H", "H", "H", "H", "H", "H", "H", "H", "H"],
  "coordinates": [[2.196, -0.612, 0.596], [1.542, 1.485, -0.401], [0.134, -0.446, -0.990], [1.383, -0.261, 1.835], [0.522, 1.761, 0.717], [1.578, -0.018, -0.718], [-0.719, -0.798, 0.128], [-3.053, -0.631, -1.601], [0.230, 0.611, 1.585], [-2.412, 1.273, 0.026], [-3.090, -0.826, 1.065], [-0.734, -1.987, 0.671], [-2.449, -0.158, -0.014], [3.218, -0.320, 0.541], [2.197, -1.733, 0.541], [1.479, 2.158, -1.338], [2.511, 1.743, -0.045], [-0.393, 0.164, -1.621], [0.350, -1.344, -1.686], [0.899, -0.991, 2.402], [2.082, 0.247, 2.564], [0.867, 2.774, 1.316], [-0.351, 2.175, 0.251], [2.188, -0.319, -1.539], [-3.718, 0.141, -1.840], [-2.088, -0.443, -2.311], [-3.341, -1.703, -1.703], [-1.029, -1.940, 1.568]],
  "atomic_forces_ev_per_a": [[-1.54, -2.62, -1.54], [0.77, 0.67, -1.60], [2.66, -4.37, -1.33], [0.79, 3.24, 0.20], [0.92, 2.23, 0.65], [-0.88, 1.27, 2.43], [-0.27, 3.65, 1.60], [3.75, -1.17, -1.59], [-1.21, -0.56, -2.30], [-0.20, 0.46, -0.80], [-1.21, -0.95, 0.53], [1.62, -1.58, -0.64], [1.70, 0.52, 1.44], [0.79, 0.45, 0.66], [0.13, 0.69, -0.22], [-0.64, -1.02, 1.36], [1.05, 0.22, 0.42], [-0.87, 2.28, -1.42], [-1.02, 0.53, 1.07], [0.07, -2.11, 0.55], [-0.78, -0.17, -0.44], [-0.43, -2.68, -0.77], [-0.85, -0.44, 0.13], [0.49, 0.19, -0.63], [-1.47, 0.67, -0.52], [-2.40, -0.53, 1.48], [-0.09, 1.08, 0.27], [-0.86, 0.07, 1.03]],
  "total_energy_ha": -992.31426,
  "largest_force_ha_per_bohr": 0.1028,
  "total_charge": 0,
  "homo_energy_ev": [-8.15, -8.14],
  "orbital_gap_ev": [8.2, 8.2],
  "e_lumo_ev": [0.063, 0.065],
  "de_lowest_ev": 4.527
}



{
  "formula": "C4H7NO",
  "method": "ωB97M-V with the def2-TZVPD basis set",
  "species": ["C", "C", "C", "C", "N", "O", "H", "H", "H", "H", "H", "H", "H"],
  "coordinates": [[-0.843, -0.062, -0.001], [-0.979, 1.326, -0.128], [-2.123, -0.749, -0.030], [0.503, -0.545, -0.038], [2.786, -0.336, -0.136], [1.521, 0.368, 0.072], [-0.288, 1.952, 0.240], [-1.903, 1.795, -0.602], [-2.929, -0.208, 0.332], [-2.454, -1.732, -0.386], [0.618, -1.566, -0.497], [3.112, -0.800, 0.664], [3.437, 0.419, -0.216]],
  "atomic_forces_ev_per_a": [[1.14, 1.79, -0.83], [-3.50, -1.51, -1.15], [0.70, -2.14, -0.73], [-2.06, -0.87, -0.45], [-0.77, 0.87, -1.98], [0.39, -1.95, 0.17], [2.66, 2.24, 0.76], [1.17, -0.86, 1.09], [-1.27, 1.16, 0.63], [0.99, 0.18, -0.01], [0.73, 1.16, 0.94], [-0.43, -0.82, 2.01], [0.25, 0.75, -0.44]],
  "total_energy_ha": -286.36881,
  "largest_force_ha_per_bohr": 0.0774,
  "total_charge": 0,
  "homo_energy_ev": [-7.38, -6.77],
  "orbital_gap_ev": [7.5, 6.5],
  "e_lumo_ev": [0.115, -0.292],
  "de_lowest_ev": 7.152
}



{
  "formula": "C3H13NO2",
  "method": "ωB97M-V with the def2-TZVPD basis set",
  "species": ["C", "C", "C", "N", "H", "H", "H", "H", "H", "H", "H", "H", "H", "O", "H", "H", "O", "H", "H"],
  "coordinates": [[0.761, -1.847, 1.920], [-0.254, -1.239, 0.948], [-0.903, 0.044, 1.573], [0.211, -0.821, -0.397], [0.389, -2.540, 2.594], [1.584, -2.207, 1.416], [1.020, -1.319, 2.882], [-0.953, -1.965, 0.572], [-1.829, 0.281, 1.078], [-1.072, 0.079, 2.653], [-0.136, 0.851, 1.456], [0.552, -1.725, -0.966], [0.980, -0.233, -0.315], [1.470, 1.436, -1.862], [0.726, 1.962, -2.165], [1.694, 1.053, -2.576], [-1.397, 1.827, -1.675], [-1.714, 2.524, -1.087], [-0.922, 1.135, -1.114]],
  "atomic_forces_ev_per_a": [[-0.88, 2.05, 1.45], [-0.37, 1.20, 0.15], [1.21, -0.10, -0.07], [-0.13, -3.55, -1.05], [-1.57, -2.83, 0.08], [2.01, -0.85, -0.77], [0.60, 1.40, -1.68], [-0.91, -0.56, 1.09], [-0.26, 0.35, -0.31], [-0.10, -0.75, -0.09], [-0.71, -0.37, -0.30], [-0.94, 2.73, 1.67], [1.85, 1.38, -0.12], [-2.41, 4.51, 7.54], [-0.54, 0.33, 0.46], [3.08, -4.75, -8.05], [0.84, -0.94, 0.77], [0.16, -0.32, 0.05], [-0.93, 1.06, -0.83]],
  "total_energy_ha": -327.26620,
  "largest_force_ha_per_bohr": 0.1913,
  "total_charge": 0,
  "homo_energy_ev": -9.65,
  "orbital_gap_ev": 10.6,
  "e_lumo_ev": 0.927,
  "smiles": "CC(C)N.O.O",
  "de_lowest_ev": 2.059
}



{
  "formula": "C4H13N2S2",
  "method": "ωB97M-V with the def2-TZVPD basis set",
  "species": ["C", "N", "C", "N", "H", "H", "H", "H", "H", "H", "H", "C", "C", "S", "S", "H", "H", "H", "H", "H", "H"],
  "coordinates": [[-1.107, -2.893, -0.588], [-0.768, 0.245, -2.426], [-1.093, -0.976, -2.095], [-0.807, -1.506, -0.937], [-0.274, -3.546, -0.834], [-2.003, -3.221, -1.108], [-1.310, -2.950, 0.477], [-0.229, 0.820, -1.779], [-0.938, 0.608, -3.350], [-1.652, -1.579, -2.795], [-0.274, -0.934, -0.285], [1.322, 0.606, 2.689], [1.078, 1.806, 1.804], [1.305, 1.358, 0.046], [1.033, 3.181, -0.892], [2.332, 0.215, 2.576], [0.605, -0.200, 2.556], [1.241, 0.931, 3.725], [1.776, 2.611, 2.009], [0.060, 2.175, 1.921], [-0.298, 3.250, -0.715]],
  "atomic_forces_ev_per_a": [[-0.12, -0.07, 0.16], [0.21, 0.31, -0.02], [-0.04, -0.09, 0.27], [0.06, 0.14, -0.09], [0.04, 0.01, 0.00], [0.03, 0.03, -0.10], [0.03, 0.01, 0.05], [-0.04, 0.00, -0.13], [-0.11, -0.08, 0.03], [-0.01, -0.07, -0.17], [-0.02, -0.12, -0.05], [0.30, 0.06, 0.40], [-0.24, -0.08, -0.29], [0.05, 0.17, 0.12], [-0.06, -0.32, 0.04], [0.02, -0.08, -0.13], [-0.09, -0.03, -0.17], [-0.06, -0.02, 0.06], [0.07, 0.06, 0.05], [0.02, 0.08, 0.01], [-0.02, 0.11, -0.04]],
  "total_energy_ha": -1065.87193,
  "largest_force_ha_per_bohr": 0.0098,
  "total_charge": 1,
  "homo_energy_ev": -12.63,
  "orbital_gap_ev": 9.5,
  "e_lumo_ev": -3.164,
  "de_lowest_ev": 0.024
}



{
  "formula": "C39H47CeClN8OS",
  "method": "ωB97M-V with the def2-TZVPD basis set",
  "species": ["Ce", "N", "C", "S", "N", "N", "C", "C", "C", "C", "C", "C", "N", "H", "H", "H", "H", "H", "H", "H", "C", "C", "C", "C", "N", "C", "C", "C", "C", "C", "C", "C", "H", "H", "H", "H", "H", "H", "H", "H", "C", "C", "C", "C", "C", "H", "H", "H", "H", "H", "H", "H", "H", "H", "H", "C", "C", "C", "C", "C", "O", "C", "C", "C", "C", "C", "C", "Cl", "C", "C", "C", "N", "C", "N", "C", "N", "H", "H", "H", "H", "H", "H", "H", "H", "H", "H", "H", "H", "H", "H", "H", "H", "H", "H", "H", "H", "H", "H"],
  "coordinates": [[0.087, -0.342, 0.249], [4.146, 2.345, 0.115], [2.895, 1.729, 0.142], [2.960, 0.025, 0.596], [1.882, 2.434, -0.221], [0.644, 1.843, -0.271], [-0.301, 2.558, -1.036], [-1.781, 2.166, -0.890], [-2.770, 3.255, -0.772], [-3.956, 3.046, -0.171], [-4.256, 1.776, 0.390], [-3.243, 0.851, 0.438], [-2.034, 0.971, -0.103], [4.802, 1.926, 0.758], [4.087, 3.351, 0.181], [-0.086, 3.618, -1.170], [-2.476, 4.240, -1.103], [-4.669, 3.856, -0.072], [-5.212, 1.579, 0.849], [-3.404, -0.089, 0.967], [-2.020, -4.150, -1.827], [-2.343, -5.022, -0.780], [-2.056, -4.628, 0.508], [-1.466, -3.385, 0.771], [-1.092, -2.579, -0.269], [-1.386, -2.970, -1.510], [-1.226, -2.903, 2.136], [-1.814, -3.577, 3.217], [-1.603, -3.161, 4.514], [-0.781, -2.072, 4.751], [-0.218, -1.393, 3.680], [-0.409, -1.746, 2.330], [-2.256, -4.393, -2.850], [-2.809, -5.980, -0.969], [-2.293, -5.295, 1.322], [-1.076, -2.287, -2.299], [-2.471, -4.422, 3.059], [-2.082, -3.682, 5.334], [-0.597, -1.746, 5.768], [0.419, -0.539, 3.908], [-0.238, 1.784, -4.541], [-1.293, 2.377, -3.592], [-2.675, 1.870, -4.032], [-1.252, 3.901, -3.721], [-1.022, 1.851, -2.185], [-0.460, 2.044, -5.576], [-0.221, 0.698, -4.463], [0.753, 2.161, -4.304], [-2.899, 2.197, -5.048], [-3.446, 2.241, -3.361], [-2.698, 0.782, -4.007], [-1.359, 4.185, -4.768], [-0.309, 4.294, -3.351], [-2.065, 4.354, -3.163], [-0.789, 0.771, -2.211], [7.341, -0.886, -4.375], [6.750, -2.294, -4.191], [6.533, -2.872, -5.595], [7.797, -3.140, -3.457], [5.443, -2.186, -3.319], [5.767, -1.221, -2.340], [5.030, -3.465, -2.546], [4.691, -4.774, -3.288], [3.299, -4.809, -3.860], [3.061, -4.625, -5.218], [1.760, -4.571, -5.721], [0.700, -4.736, -4.847], [-0.917, -4.665, -5.465], [0.905, -4.966, -3.500], [2.213, -4.996, -3.011], [4.255, -1.693, -4.193], [3.190, -1.116, -3.424], [2.168, -1.670, -2.752], [1.426, -0.728, -2.198], [2.051, 0.422, -2.579], [3.101, 0.216, -3.322], [8.240, -0.945, -4.985], [7.593, -0.457, -3.411], [6.633, -0.224, -4.865], [7.503, -2.969, -6.082], [5.923, -2.212, -6.206], [6.072, -3.853, -5.578], [8.753, -3.066, -3.973], [7.513, -4.188, -3.420], [7.927, -2.769, -2.445], [5.004, -1.002, -1.788], [4.162, -3.190, -1.940], [5.837, -3.672, -1.843], [4.771, -5.577, -2.550], [5.421, -4.974, -4.069], [3.889, -4.534, -5.906], [1.582, -4.398, -6.771], [0.071, -5.096, -2.829], [2.369, -5.167, -1.954], [3.854, -2.518, -4.782], [4.600, -0.887, -4.842], [1.973, -2.723, -2.694], [1.727, 1.404, -2.301]],
  "atomic_forces_ev_per_a": [[0.04, 0.63, -0.28], [0.68, 0.23, 0.00], [-0.74, 0.15, -0.32], [-0.22, -0.05, 0.18], [0.79, 0.33, -0.02], [0.13, -0.87, 0.68], [-0.58, -0.02, -0.24], [0.84, 0.00, -0.45], [-0.31, 0.28, 0.10], [0.37, 0.37, -0.39], [-0.27, -0.66, 0.28], [-0.47, -0.23, 0.03], [0.92, 0.08, 0.22], [-0.09, 0.15, -0.01], [0.00, -0.03, 0.05], [-0.12, -0.03, 0.06], [-0.04, 0.09, -0.04], [0.01, 0.10, 0.00], [0.02, -0.07, 0.08], [-0.06, 0.00, 0.06], [-0.35, -0.52, 0.35], [0.24, 0.64, -0.31], [-0.05, -0.15, 0.01], [0.09, 0.21, -0.84], [-0.67, -1.19, 0.52], [0.20, 0.29, -0.15], [0.45, 0.66, 0.65], [-0.08, -0.07, -0.29], [-0.04, -0.08, 0.15], [0.04, 0.13, -0.03], [0.21, 0.14, -0.18], [-0.41, -0.80, 0.52], [0.03, 0.02, -0.13], [-0.02, -0.01, -0.04], [0.03, 0.05, 0.03], [-0.05, -0.02, 0.03], [-0.04, -0.03, 0.00], [0.01, -0.02, 0.01], [0.01, 0.03, 0.00], [-0.07, -0.04, -0.02], [-0.18, 0.16, 0.16], [-0.11, -0.22, -0.20], [0.19, 0.16, 0.07], [-0.02, -0.26, 0.13], [0.00, 0.22, -0.18], [-0.05, 0.07, -0.16], [0.04, -0.13, 0.01], [0.15, 0.03, 0.01], [-0.06, 0.02, -0.13], [-0.10, 0.03, 0.10], [-0.04, -0.18, 0.00], [0.00, 0.03, -0.11], [0.14, 0.10, 0.03], [-0.08, 0.13, 0.06], [-0.14, 0.36, -0.07], [-0.11, -0.17, 0.15], [0.09, 0.04, 0.10], [-0.07, 0.03, 0.25], [-0.21, 0.17, -0.08], [-0.30, -0.15, -0.13], [-0.01, 0.04, 0.11], [0.25, 0.03, -0.09], [0.01, 0.13, 0.06], [0.08, -0.15, 0.05], [-0.60, -0.20, -0.12], [0.44, -0.04, 0.31], [0.08, 0.02, -0.06], [-0.23, 0.01, -0.08], [0.52, -0.06, 0.19], [-0.47, -0.16, -0.41], [0.68, -0.13, -0.14], [-0.64, -0.36, 0.37], [-0.17, 0.27, 0.07], [-0.16, -0.25, -0.15], [-0.04, -0.17, -0.08], [0.42, 0.82, -0.21], [0.08, -0.04, -0.13], [0.06, 0.10, -0.02], [-0.05, 0.16, -0.06], [0.05, -0.02, -0.06], [-0.10, 0.06, -0.13], [-0.06, -0.17, -0.06], [0.10, -0.01, -0.06], [0.01, -0.18, 0.05], [0.05, -0.01, 0.15], [-0.13, 0.03, 0.09], [0.06, 0.02, 0.12], [-0.05, 0.05, 0.03], [0.06, -0.02, -0.08], [0.04, -0.11, 0.02], [0.10, 0.09, -0.03], [-0.04, -0.02, -0.08], [-0.04, -0.05, -0.01], [0.07, 0.02, 0.10], [0.15, 0.30, -0.03], [-0.11, -0.13, -0.02], [0.08, -0.07, -0.02], [-0.07, 0.08, 0.13]],
  "total_energy_ha": -3361.16362,
  "largest_force_ha_per_bohr": 0.0285,
  "total_charge": -1,
  "homo_energy_ev": [-2.71, -2.70],
  "orbital_gap_ev": [4.7, 4.7],
  "multiplicity": 2,
  "e_lumo_ev": [1.967, 1.968]
}